# 1
# C26H69BCl2N5O12P2

5 unconnected molecules or ions with the total composition C26H69BCl2N5O12P2 (ωB97M-V with the def2-TZVPD basis set, the Open Molecules 2025 dataset).

Computed properties:
E_LUMO, eV: -5.1
Spin multiplicity: 1
Energy, eV: -104387.1071
Orbital gap, eV: 5.064
Total charge: +1
HOMO energy, Eh: -0.3729

Last columns: bonded neighbours and bond lengths (Å).
Geometry (Å):
1 C 1.82745 2.44858 -1.29624  C2 1.669, H13 1.193, H14 1.178, H15 1.194
2 C 0.60743 3.58785 -1.31902  C1 1.669, B3 1.662, H16 1.193, H17 1.193
3 B -0.84147 2.91362 -1.77396  C2 1.662, O4 1.504, N5 1.545
4 O -1.15796 2.92656 -3.24379  B3 1.504, H18 1.002
5 N -1.82952 2.32001 -0.74494  B3 1.545, Cl6 1.761, P7 1.782, P10 1.783
6 Cl -0.92730 1.82926 0.68593  N5 1.761
7 P -3.02153 3.51849 -0.17975  N5 1.782, O8 1.741, O9 1.741
8 O -3.89569 2.99748 1.23306  P7 1.741, H19 1.022
9 O -4.06184 4.09768 -1.44997  P7 1.741, H20 1.022
10 P -2.52069 0.82436 -1.42574  N5 1.783, O11 1.766, Cl12 2.124
11 O -1.19150 0.02253 -2.26836  P10 1.766, H21 1.002
12 Cl -3.96323 1.18964 -2.94128  P10 2.124
13 H 2.00160 2.20114 -0.14266  C1 1.193
14 H 2.84908 2.86704 -1.70594  C1 1.178
15 H 1.50231 1.46280 -1.88573  C1 1.194
16 H 0.91217 4.34398 -2.19048  C2 1.193
17 H 0.53593 4.18457 -0.28897  C2 1.193
18 H -0.33926 3.17204 -3.76736  O4 1.002
19 H -3.36563 3.36346 2.02615  O8 1.022
20 H -4.96541 3.63547 -1.33020  O9 1.022
21 H -0.43945 -0.17113 -1.63489  O11 1.002
22 C -2.27458 5.11082 8.42887  O23 1.423, H31 1.093, H32 1.092, H33 1.094
23 O -3.15570 4.00088 8.55226  C22 1.423, C24 1.434
24 C -4.50722 4.37674 8.85148  O23 1.434, C25 1.537, H34 1.097, H35 1.093
25 C -5.42330 4.12545 7.64286  C24 1.537, N26 1.467, H36 1.096, H37 1.095
26 N -5.14379 5.06733 6.55280  C25 1.467, C27 1.467, H38 1.013
27 C -5.78027 4.70521 5.28184  N26 1.467, C28 1.545, H39 1.096, H40 1.096
28 C -5.36472 3.36652 4.63172  C27 1.545, O29 1.428, H41 1.096, H42 1.096
29 O -4.01642 3.33960 4.16099  C28 1.428, C30 1.421
30 C -3.04989 3.03522 5.15711  O29 1.421, H43 1.094, H44 1.091, H45 1.094
31 H -1.25186 4.72795 8.39391  C22 1.093
32 H -2.46419 5.65473 7.50070  C22 1.092
33 H -2.36441 5.78631 9.28436  C22 1.094
34 H -4.57983 5.41442 9.19997  C24 1.097
35 H -4.83517 3.73465 9.67333  C24 1.093
36 H -6.46843 4.23214 7.95382  C25 1.096
37 H -5.26331 3.09057 7.32249  C25 1.095
38 H -4.14285 5.11308 6.40230  N26 1.013
39 H -5.53822 5.50694 4.57549  C27 1.096
40 H -6.86869 4.71776 5.41076  C27 1.096
41 H -5.98979 3.23596 3.74055  C28 1.096
42 H -5.57386 2.50087 5.27002  C28 1.096
43 H -3.43209 2.34658 5.91610  C30 1.094
44 H -2.68954 3.95593 5.61860  C30 1.091
45 H -2.19164 2.56455 4.66836  C30 1.094
46 C 4.44544 0.30910 -2.91750  O47 1.423, H55 1.093, H56 1.092, H57 1.094
47 O 3.20647 -0.26618 -2.52054  C46 1.423, C48 1.434
48 C 2.50907 -0.91376 -3.59371  O47 1.434, C49 1.537, H58 1.097, H59 1.093
49 C 2.52059 -2.43983 -3.40901  C48 1.537, N50 1.467, H60 1.096, H61 1.095
50 N 3.86233 -2.99560 -3.61952  C49 1.467, C51 1.467, H62 1.013
51 C 3.99825 -4.39047 -3.18652  N50 1.467, C52 1.545, H63 1.096, H64 1.096
52 C 3.78164 -4.69656 -1.68758  C51 1.545, O53 1.428, H65 1.096, H66 1.096
53 O 4.78582 -4.15299 -0.82946  C52 1.428, C54 1.421
54 C 4.58374 -2.79239 -0.47307  O53 1.421, H67 1.094, H68 1.091, H69 1.094
55 H 4.80580 0.93430 -2.09712  C46 1.093
56 H 5.19098 -0.46721 -3.10405  C46 1.092
57 H 4.32594 0.93550 -3.80608  C46 1.094
58 H 2.90419 -0.62638 -4.57594  C48 1.097
59 H 1.47310 -0.56759 -3.54666  C48 1.093
60 H 1.82468 -2.89496 -4.12242  C49 1.096
61 H 2.16040 -2.64805 -2.39604  C49 1.095
62 H 4.53616 -2.43925 -3.10662  N50 1.013
63 H 5.01835 -4.69603 -3.44405  C51 1.096
64 H 3.32295 -5.01669 -3.78086  C51 1.096
65 H 3.85170 -5.78428 -1.56974  C52 1.096
66 H 2.77930 -4.42445 -1.33858  C52 1.096
67 H 3.52429 -2.53245 -0.39322  C54 1.094
68 H 5.08714 -2.14195 -1.19003  C54 1.091
69 H 5.05310 -2.62045 0.50014  C54 1.094
70 C 2.37251 -4.73976 -9.81724  O71 1.423, H79 1.093, H80 1.092, H81 1.094
71 O 1.38345 -3.82220 -10.26828  C70 1.423, C72 1.434
72 C 0.11803 -4.43854 -10.54440  O71 1.434, C73 1.537, H82 1.097, H83 1.093
73 C -0.92821 -4.02936 -9.49508  C72 1.537, N74 1.467, H84 1.096, H85 1.095
74 N -0.64249 -4.63355 -8.18864  C73 1.467, C75 1.467, H86 1.013
75 C -1.43084 -4.06497 -7.09007  N74 1.467, C76 1.545, H87 1.096, H88 1.096
76 C -1.23519 -2.56541 -6.77313  C75 1.545, O77 1.428, H89 1.096, H90 1.096
77 O 0.05184 -2.24343 -6.24389  C76 1.428, C78 1.421
78 C 1.06387 -2.06052 -7.22441  O77 1.421, H91 1.094, H92 1.091, H93 1.094
79 H 3.33623 -4.22497 -9.81799  C70 1.093
80 H 2.16291 -5.06409 -8.79540  C70 1.092
81 H 2.44079 -5.60750 -10.47950  C70 1.094
82 H 0.19884 -5.52963 -10.62486  C72 1.097
83 H -0.20541 -4.06426 -11.51938  C72 1.093
84 H -1.92084 -4.34839 -9.83168  C73 1.096
85 H -0.91971 -2.93591 -9.43581  C73 1.095
86 H 0.33889 -4.50571 -7.97143  N74 1.013
87 H -1.16319 -4.63216 -6.19176  C75 1.096
88 H -2.49393 -4.25547 -7.27705  C75 1.096
89 H -1.95043 -2.30947 -5.98265  C76 1.096
90 H -1.48397 -1.91592 -7.61977  C76 1.096
91 H 0.67560 -1.63368 -8.15362  C78 1.094
92 H 1.56965 -3.00788 -7.41733  C78 1.091
93 H 1.81303 -1.37410 -6.81872  C78 1.094
94 C 3.32214 0.61831 7.13941  O95 1.423, H103 1.093, H104 1.092, H105 1.094
95 O 2.44102 -0.49163 7.26281  C94 1.423, C96 1.434
96 C 1.08950 -0.11577 7.56203  O95 1.434, C97 1.537, H106 1.097, H107 1.093
97 C 0.17342 -0.36707 6.35340  C96 1.537, N98 1.467, H108 1.096, H109 1.095
98 N 0.45293 0.57481 5.26335  C97 1.467, C99 1.467, H110 1.013
99 C -0.18356 0.21269 3.99238  N98 1.467, C100 1.545, H111 1.096, H112 1.096
100 C 0.23199 -1.12599 3.34226  C99 1.545, O101 1.428, H113 1.096, H114 1.096
101 O 1.58030 -1.15291 2.87153  C100 1.428, C102 1.421
102 C 2.54683 -1.45729 3.86765  O101 1.421, H115 1.094, H116 1.091, H117 1.094
103 H 4.34486 0.23544 7.10445  C94 1.093
104 H 3.13253 1.16222 6.21124  C94 1.092
105 H 3.23231 1.29379 7.99490  C94 1.094
106 H 1.01688 0.92190 7.91051  C96 1.097
107 H 0.76154 -0.75786 8.38388  C96 1.093
108 H -0.87172 -0.26038 6.66436  C97 1.096
109 H 0.33340 -1.40194 6.03303  C97 1.095
110 H 1.45387 0.62057 5.11284  N98 1.013
111 H 0.05850 1.01443 3.28603  C99 1.096
112 H -1.27198 0.22525 4.12131  C99 1.096
113 H -0.39307 -1.25656 2.45109  C100 1.096
114 H 0.02286 -1.99164 3.98056  C100 1.096
115 H 2.16462 -2.14594 4.62664  C102 1.094
116 H 2.90717 -0.53658 4.32914  C102 1.091
117 H 3.40508 -1.92797 3.37890  C102 1.094

# 2
# C7H13NO4S

C7H13NO4S in the gas phase (ωB97M-V with the def2-TZVPD basis set, the Open Molecules 2025 dataset).

Computed properties:
SMILES string: NC(=O)CC[C@@H]1CCOS(=O)(=O)C1
E_LUMO, eV: 0.4
Spin multiplicity: 1
Energy, eV: -27985.5002
Orbital gap, eV: 10.613
ΔE to the lowest compared entry with this formula, charge and spin, eV: 0.0000
HOMO energy, Eh: -0.3742

Last columns: bonded neighbours and bond lengths (Å).
Geometry (Å):
1 N -1.87615 -2.15410 -0.92028  C2 1.389, H14 1.006, H15 1.008
2 C -0.56809 -2.35164 -1.34354  N1 1.389, O3 1.227, C4 1.515
3 O 0.02475 -3.40341 -1.12384  C2 1.227
4 C 0.09676 -1.17672 -2.03175  C2 1.515, C5 1.534, H16 1.085, H17 1.088
5 C 1.12648 -0.50119 -1.11645  C4 1.534, C6 1.525, H18 1.087, H19 1.085
6 C 0.45402 0.19890 0.05943  C5 1.525, C7 1.530, C13 1.535, H20 1.089
7 C 0.10049 1.65846 -0.23280  C6 1.530, C8 1.508, H21 1.089, H22 1.087
8 C -0.86077 2.17466 0.80801  C7 1.508, O9 1.439, H23 1.088, H24 1.086
9 O -0.24834 2.22858 2.10884  C8 1.439, S10 1.602
10 S 0.31919 0.83899 2.66966  O9 1.602, O11 1.434, O12 1.426, C13 1.787
11 O -0.76972 -0.07772 2.84749  S10 1.434
12 O 1.13069 1.17392 3.79391  S10 1.426
13 C 1.32085 0.21996 1.32563  C6 1.535, S10 1.787, H25 1.083, H26 1.087
14 H -2.38684 -1.45828 -1.43740  N1 1.006
15 H -2.38712 -3.01920 -0.83962  N1 1.008
16 H 0.59381 -1.57474 -2.90979  C4 1.085
17 H -0.66360 -0.46370 -2.34402  C4 1.088
18 H 1.63726 0.25487 -1.70742  C5 1.087
19 H 1.82071 -1.27006 -0.79339  C5 1.085
20 H -0.47237 -0.29075 0.35749  C6 1.089
21 H 1.00385 2.26261 -0.15859  C7 1.089
22 H -0.29885 1.75467 -1.23903  C7 1.087
23 H -1.78784 1.60629 0.83932  C8 1.088
24 H -1.13469 3.19655 0.56361  C8 1.086
25 H 1.68976 -0.75750 1.60898  C13 1.083
26 H 2.13576 0.93054 1.21554  C13 1.087

# 3
# C6H12O

2 unconnected molecules or ions with the total composition C6H12O (ωB97M-V with the def2-TZVPD basis set, the Open Molecules 2025 dataset).

Computed properties:
E_LUMO, eV: 0.6
Spin multiplicity: 1
Energy, eV: -8458.4891
Orbital gap, eV: 8.013
ΔE to the lowest compared entry with this formula, charge and spin, eV: 5.8649
HOMO energy, Eh: -0.2719

Last columns: bonded neighbours and bond lengths (Å).
Geometry (Å):
1 C -2.47073 0.07535 -0.27253  C2 1.527, H8 1.097, H9 1.096, H10 1.096
2 C -1.29612 0.31268 0.67411  C1 1.527, C3 1.517, H11 1.099, H12 1.104
3 C -0.01760 0.68731 -0.05149  C2 1.517, C4 1.498, H13 1.095
4 C 1.26471 0.70197 0.72189  C3 1.498, C5 1.520, C6 1.447, H15 1.090
5 C 1.65298 -0.73406 1.03229  C4 1.520, C6 1.463, H16 1.087, H17 1.090
6 C 1.91962 -0.12348 -0.26988  C4 1.447, C5 1.463, H18 1.081
7 O 0.97268 -0.90072 -1.86571  H14 1.088, H19 0.973
8 H -2.67014 0.96386 -0.88384  C1 1.097
9 H -2.25121 -0.75207 -0.95732  C1 1.096
10 H -3.38915 -0.16759 0.27378  C1 1.096
11 H -1.13147 -0.59360 1.27388  C2 1.099
12 H -1.56805 1.09497 1.40383  C2 1.104
13 H -0.09229 1.59876 -0.65301  C3 1.095
14 H 0.26931 -0.33402 -1.25899  O7 1.088
15 H 1.69568 1.54037 1.27008  C4 1.090
16 H 0.87554 -1.48007 1.17705  C5 1.087
17 H 2.54846 -0.90487 1.63068  C5 1.090
18 H 2.83139 -0.07596 -0.84786  C6 1.081
19 H 1.15593 -0.35569 -2.65006  O7 0.973

Question: The highest orbital gap belongs to which entry?
Answer: C7H13NO4S